The following is a DFT calculation (ωB97M-V with the def2-TZVPD basis set) of 15 unconnected molecules or ions with the total composition C41H112O37S15 in a non-equilibrium geometry.

Each line ends with the Mulliken charge.
Atoms and positions in Å:
1 C -16.238 -16.965 7.245  0.7353
2 S -16.934 -15.420 7.096  0.6591
3 O -17.528 -15.035 8.396  -0.7192
4 C -15.405 -14.541 6.949  -1.0072
5 H -15.681 -17.166 6.332  -0.3812
6 H -17.066 -17.736 7.292  -0.6704
7 H -15.557 -17.131 8.124  0.4659
8 H -14.829 -14.678 7.857  0.2224
9 H -15.688 -13.504 6.852  0.4894
10 H -14.906 -14.909 6.086  0.2951
11 C -12.398 -22.251 10.720  -0.2157
12 S -11.457 -20.771 10.863  0.9298
13 O -12.151 -19.597 10.231  -0.6512
14 C -11.708 -20.621 12.618  -1.2652
15 H -11.893 -22.897 11.444  0.6993
16 H -12.360 -22.727 9.745  -0.3419
17 H -13.455 -22.187 10.958  -0.1239
18 H -11.383 -19.609 12.822  0.4494
19 H -10.973 -21.267 13.144  0.3650
20 H -12.672 -20.890 13.001  0.2693
21 C -13.723 -25.610 11.359  -0.6481
22 S -15.259 -25.160 10.596  0.2289
23 O -15.508 -23.697 10.919  -0.5097
24 C -14.818 -25.214 8.888  1.2184
25 H -13.721 -25.409 12.408  0.4219
26 H -12.911 -25.026 10.905  -0.1460
27 H -13.511 -26.692 11.213  0.3791
28 H -14.807 -26.239 8.523  0.1704
29 H -13.916 -24.662 8.721  -0.6303
30 H -15.633 -24.747 8.336  -0.7334
31 C -19.626 -27.108 9.138  -1.3115
32 S -18.546 -25.695 8.869  0.7312
33 O -18.398 -25.553 7.397  -0.7774
34 C -19.678 -24.435 9.511  -0.4909
35 H -20.475 -26.937 8.494  0.3833
36 H -19.855 -27.216 10.212  0.4013
37 H -19.103 -27.995 8.835  0.4006
38 H -19.665 -24.564 10.591  0.5040
39 H -20.675 -24.528 9.171  0.5138
40 H -19.257 -23.466 9.222  -0.4846
41 O -17.412 -20.249 5.970  0.3411
42 S -16.650 -21.419 5.748  0.9667
43 O -16.524 -21.994 4.474  -0.1377
44 O -15.248 -21.043 6.266  0.3103
45 C -14.042 -21.912 6.288  0.4958
46 C -12.863 -21.043 6.790  0.5543
47 C -17.332 -22.687 6.722  0.9172
48 H -14.014 -22.284 5.284  0.4133
49 H -14.317 -22.746 6.931  -0.6168
50 H -13.059 -20.681 7.786  0.1960
51 H -12.612 -20.288 6.028  -0.6615
52 H -11.987 -21.665 6.747  -0.5106
53 H -18.326 -22.786 6.278  0.7732
54 H -17.495 -22.315 7.748  -1.0501
55 H -16.863 -23.635 6.616  -1.3110
56 O -13.935 -26.938 4.805  -0.6816
57 S -15.119 -26.301 5.205  1.4375
58 O -15.017 -25.064 5.946  -0.1402
59 O -15.884 -26.051 3.908  -0.3243
60 C -17.122 -25.175 4.075  0.3911
61 C -17.691 -24.933 2.710  -1.4552
62 C -16.200 -27.323 6.087  -0.9570
63 H -16.859 -24.274 4.628  -0.2731
64 H -17.879 -25.772 4.589  0.3462
65 H -18.086 -25.735 2.101  0.4645
66 H -16.984 -24.291 2.168  0.0301
67 H -18.616 -24.415 2.926  0.5177
68 H -15.590 -27.559 6.966  0.5603
69 H -16.409 -28.209 5.536  0.4119
70 H -17.061 -26.791 6.457  -0.1002
71 O -10.222 -21.492 4.748  -0.2879
72 S -9.706 -22.064 3.563  0.9675
73 O -10.066 -23.363 3.115  -0.6825
74 O -9.979 -21.188 2.252  -0.4154
75 C -10.529 -19.813 2.406  0.1836
76 C -9.561 -18.798 2.801  -0.8485
77 C -7.926 -22.029 3.568  -1.0922
78 H -11.264 -19.957 3.150  -0.1466
79 H -11.061 -19.624 1.489  0.3819
80 H -8.754 -18.759 2.105  0.4162
81 H -9.098 -18.996 3.764  -0.1824
82 H -10.166 -17.900 2.779  0.5420
83 H -7.496 -21.056 3.408  0.3054
84 H -7.513 -22.656 2.778  0.4022
85 H -7.516 -22.356 4.516  0.2168
86 O -18.264 -21.577 9.900  -0.6725
87 S -17.364 -20.519 10.208  1.5327
88 O -17.662 -19.254 9.667  -0.9015
89 O -17.438 -20.297 11.756  -0.3780
90 C -17.623 -21.463 12.630  -0.0805
91 C -16.289 -21.784 13.319  -0.8913
92 C -15.692 -20.850 9.778  0.9242
93 H -18.113 -22.265 12.113  0.0955
94 H -18.373 -21.142 13.378  0.3492
95 H -16.500 -22.395 14.218  0.4446
96 H -15.831 -20.885 13.706  0.3151
97 H -15.576 -22.342 12.713  0.0083
98 H -15.738 -21.143 8.726  -0.5563
99 H -15.473 -21.800 10.309  -1.1413
100 H -15.051 -20.006 9.846  0.7376
101 O -12.592 -16.530 5.040  -0.7095
102 S -11.491 -16.972 5.871  1.1755
103 O -11.212 -18.402 5.834  -0.3748
104 O -10.259 -16.130 5.539  -0.3497
105 C -8.845 -16.562 5.812  0.8288
106 C -8.062 -15.400 6.075  -1.4773
107 C -11.888 -16.480 7.547  -0.8340
108 H -8.517 -17.182 4.989  -0.0566
109 H -8.930 -17.156 6.716  -0.0510
110 H -7.068 -15.828 5.949  0.3988
111 H -8.058 -15.070 7.099  0.3424
112 H -8.239 -14.574 5.384  0.3426
113 H -11.138 -16.797 8.286  0.2754
114 H -12.713 -17.127 7.743  0.1269
115 H -12.156 -15.442 7.729  0.4021
116 O -11.161 -26.702 7.791  -0.8204
117 S -11.031 -25.341 7.359  1.0554
118 O -11.401 -24.249 8.218  -0.6327
119 O -9.465 -25.203 7.097  0.0344
120 C -8.667 -25.986 6.234  -0.1926
121 C -7.199 -25.685 6.614  -1.2543
122 C -11.727 -25.176 5.799  0.6671
123 H -8.827 -25.747 5.170  0.2353
124 H -8.873 -27.047 6.398  0.3698
125 H -6.978 -24.675 6.352  0.2235
126 H -6.516 -26.352 6.059  0.3921
127 H -6.978 -25.836 7.656  0.3323
128 H -11.730 -26.087 5.230  0.6258
129 H -11.353 -24.341 5.236  -0.3687
130 H -12.748 -24.896 6.110  -0.8077
131 O -14.592 -19.675 1.050  -0.6574
132 S -14.434 -18.565 1.960  0.8354
133 O -13.164 -17.919 2.115  -0.5599
134 O -15.593 -17.520 1.649  0.0275
135 C -15.787 -17.177 0.281  -0.3337
136 C -16.671 -15.973 0.173  -1.1814
137 C -15.029 -19.074 3.613  0.5447
138 H -16.251 -18.042 -0.245  0.1880
139 H -14.846 -17.018 -0.251  0.5531
140 H -16.456 -15.251 1.002  0.2466
141 H -17.757 -16.261 0.291  0.2025
142 H -16.483 -15.475 -0.758  0.4143
143 H -14.179 -19.584 4.075  -0.1285
144 H -15.918 -19.683 3.508  -0.2519
145 H -15.312 -18.140 4.132  -0.1495
146 O -15.492 -25.730 0.628  -0.5217
147 S -14.113 -26.089 0.430  1.1453
148 O -13.611 -26.454 -0.845  -0.6960
149 O -13.099 -25.056 0.953  -0.4162
150 C -13.569 -24.176 1.992  1.2708
151 C -13.954 -22.814 1.508  -0.9273
152 C -13.749 -27.508 1.457  -0.7794
153 H -12.740 -24.091 2.673  -0.0599
154 H -14.382 -24.699 2.483  -0.6034
155 H -13.243 -22.532 0.748  0.6166
156 H -13.927 -22.079 2.278  -0.0129
157 H -14.915 -22.756 0.951  0.1399
158 H -14.260 -28.350 0.926  0.3789
159 H -14.166 -27.475 2.506  0.1356
160 H -12.710 -27.744 1.419  0.3316
161 O -7.930 -18.885 8.105  -0.7542
162 S -7.925 -20.300 7.951  1.3830
163 O -7.206 -20.815 6.835  -0.6628
164 O -7.353 -20.918 9.276  -0.2961
165 C -7.774 -20.282 10.496  0.1766
166 C -7.345 -21.088 11.750  -1.3057
167 C -9.579 -20.820 7.899  0.5419
168 H -8.824 -20.082 10.511  0.0488
169 H -7.283 -19.301 10.466  0.3301
170 H -7.701 -20.500 12.577  0.3979
171 H -6.239 -21.184 11.852  0.3464
172 H -7.830 -22.091 11.694  0.2699
173 H -9.766 -20.771 6.844  -1.0321
174 H -10.219 -20.049 8.309  0.1522
175 H -9.715 -21.852 8.230  0.6529
176 O -20.208 -20.267 1.554  -0.6855
177 S -18.924 -19.801 1.097  1.3245
178 O -18.916 -19.031 -0.073  -0.7032
179 O -18.246 -18.919 2.154  -0.3005
180 C -18.983 -18.499 3.335  -0.2785
181 C -18.526 -17.158 3.893  -0.6526
182 C -17.803 -21.101 1.093  -0.5892
183 H -18.895 -19.293 4.079  -0.0578
184 H -20.013 -18.429 2.997  0.6487
185 H -17.477 -17.173 4.142  -0.2064
186 H -19.078 -16.930 4.761  0.3129
187 H -18.678 -16.358 3.183  0.3944
188 H -18.245 -21.829 0.405  0.6034
189 H -17.828 -21.627 2.024  -0.0870
190 H -16.845 -20.746 0.774  0.1408
191 O -21.663 -16.912 6.142  -0.5816
192 S -21.502 -17.837 7.211  1.2024
193 O -22.480 -17.960 8.307  -0.6890
194 O -21.417 -19.316 6.500  -0.2825
195 C -21.839 -20.493 7.287  -0.8126
196 C -20.603 -21.316 7.526  0.4936
197 C -19.811 -17.656 7.868  0.0227
198 H -22.615 -20.969 6.695  0.3096
199 H -22.268 -20.193 8.247  0.4561
200 H -20.094 -21.385 6.534  -0.0767
201 H -20.852 -22.314 7.912  0.0411
202 H -19.915 -20.823 8.233  -0.1855
203 H -19.579 -18.314 8.713  0.1504
204 H -19.802 -16.637 8.288  0.6493
205 H -19.080 -17.707 7.056  -0.7403

spin multiplicity	1
electronic energy	-10385.76156	hartree
molar mass	1678.3	Da
gap between HOMO and LUMO	8.3	eV